Entry from the Open Molecules 2025 dataset: C25H51CuFeNO11 as an isolated structure (the ωB97M-V functional and the def2-TZVPD basis).

Electronic energy   -129781.549 eV
2S+1   6
⟨S²⟩   8.771
Kohn-Sham gap (alpha / beta)   8.268 / 6.627 eV

Structure (XYZ):
```
90
Properties=species:S:1:pos:R:3:forces:R:3
Cu 0.44981 -0.82538 -0.10030 0.19 -1.40 -0.27
Fe -0.20927 -4.32597 0.11896 1.08 4.90 -1.33
C -0.75418 -3.26398 -3.54967 -0.81 1.32 0.33
C -0.81892 -4.73420 -3.18673 1.90 1.15 -1.16
O -0.63289 -4.87499 -1.83105 -0.10 -0.66 3.21
H 0.07679 -2.70954 -3.11357 0.04 -0.48 0.64
H -1.67695 -2.85158 -3.14160 0.05 0.58 -0.12
H -0.65679 -2.96204 -4.59248 -0.44 -0.68 -0.43
H 0.01193 -5.11701 -3.77940 0.53 -0.93 0.32
H -1.68012 -5.17423 -3.68955 -0.63 -0.27 0.79
C 0.00961 -1.72392 3.34048 -1.39 -0.88 0.61
C 0.13891 -3.25126 3.42429 2.35 0.00 -1.19
O 0.35853 -3.87050 2.19425 -1.45 -1.56 -2.71
H 0.92709 -1.15865 3.17673 0.01 -0.30 0.08
H -0.44235 -1.57994 4.32186 0.26 1.13 0.30
H -0.76089 -1.43527 2.62556 0.04 0.00 -0.27
H -0.52663 -3.72631 4.14505 -1.01 -0.02 -0.50
H 1.09726 -3.41499 3.91710 0.38 0.11 0.54
C 2.83877 -2.05267 -2.33645 -0.42 1.71 -0.09
C 2.75229 -3.10596 -1.31014 -0.36 -3.13 0.08
O 1.57622 -3.13823 -0.50820 -0.73 0.81 0.24
H 2.15567 -2.28859 -3.15242 -0.39 0.59 0.20
H 3.78477 -1.83124 -2.83056 0.47 -0.63 0.36
H 2.63717 -1.14787 -1.76305 -0.61 0.70 -0.56
H 3.67068 -3.20940 -0.73225 -0.02 0.45 0.61
H 2.76986 -4.00147 -1.93129 -0.05 -0.83 0.15
C -3.21137 -1.42688 -0.87534 -2.40 0.70 -0.61
C -2.22633 -1.43417 0.20295 2.83 -1.17 -0.39
O -1.32366 -2.49008 0.05891 1.76 -1.71 0.25
H -4.12463 -1.95919 -0.60943 -0.28 0.21 0.00
H -2.97169 -1.77294 -1.88078 0.92 -0.32 0.44
H -3.37023 -0.35888 -1.02443 -1.07 0.18 -0.13
H -2.53343 -1.31768 1.24228 -0.81 -0.05 0.00
H -1.62785 -0.55112 -0.02100 0.17 0.94 0.31
C 6.07093 1.44017 -0.71054 -0.82 0.94 0.68
C 6.11256 0.18210 0.12823 0.35 1.21 2.06
C 6.42813 0.33759 1.71071 0.26 -0.83 -2.16
O 5.30368 -0.21417 2.39255 -1.39 0.34 -1.25
C 4.37437 -0.68215 1.45153 0.63 -2.89 0.22
O 3.49960 -1.51537 1.67575 2.14 3.53 -0.58
O 4.82160 -0.32224 0.18725 -2.32 -1.35 0.49
H 6.94070 2.08430 -0.58129 0.53 -0.54 -0.88
H 5.31004 2.14740 -0.38042 -0.43 -0.25 0.88
H 5.64492 1.25161 -1.69596 1.09 -0.23 -0.43
H 6.83856 -0.52918 -0.26561 -0.35 -0.25 -0.25
H 6.65863 1.38357 1.91298 -0.15 -0.24 0.66
H 7.22906 -0.38584 1.86324 0.37 0.67 0.56
C -5.46372 -0.07868 5.03545 -0.05 0.04 -0.94
C -4.37153 0.80058 4.38058 -0.81 0.10 2.78
C -3.84305 0.45785 3.04575 0.05 -1.58 1.07
O -3.24881 1.63066 2.72094 2.27 3.33 -1.24
C -3.72948 2.70884 3.46273 1.01 2.51 -3.82
O -3.46454 3.88598 3.20617 -0.20 -3.22 1.00
O -4.63961 2.25398 4.23210 -2.23 -1.17 2.51
H -6.11169 0.40401 5.76706 -0.24 0.53 -0.69
H -5.14661 -0.93475 5.63101 1.14 0.17 -0.16
H -5.95331 -0.56972 4.19445 -0.93 0.31 0.25
H -3.52298 0.82779 5.06419 0.18 -0.18 0.03
H -4.51625 0.13622 2.25111 -0.19 -0.23 0.22
H -3.06790 -0.25341 3.33099 0.02 -0.63 -1.03
C 0.02543 0.64070 -3.48228 0.48 0.43 -0.33
C -0.24878 1.86549 -2.60912 -1.57 0.23 -0.77
C -1.74488 2.12167 -2.65945 -1.26 1.14 -0.01
C -2.33032 3.27958 -1.71877 1.56 -2.50 -0.55
C -1.91934 2.80916 -0.32912 -1.28 0.52 -0.01
C -0.42871 2.60664 -0.10072 0.33 -0.08 0.66
N 0.04968 1.60006 -1.15884 -1.32 0.00 -0.19
O 1.38825 1.18076 -1.00214 -0.16 0.45 0.33
C 0.23190 3.99928 -0.16348 1.13 -0.60 -0.09
C -0.25520 1.90149 1.30936 -0.15 -0.34 -1.10
C 0.49690 3.01099 -3.29603 1.82 0.31 1.41
H 1.08916 0.40613 -3.44265 -0.09 -0.71 0.49
H -0.04850 0.97400 -4.51744 -0.52 -0.01 -0.05
H -0.67741 -0.18252 -3.35409 0.40 -0.22 0.40
H -2.04894 2.26993 -3.69563 0.20 0.14 -0.18
H -2.20538 1.17384 -2.38077 -0.39 0.09 0.34
H -3.41782 3.28939 -1.79199 0.09 0.14 -0.07
H -1.92616 4.28639 -1.82404 -0.08 -0.09 -0.77
H -2.46604 1.89740 -0.08850 0.02 -0.09 0.11
H -2.33696 3.62396 0.26230 0.48 -0.32 1.08
H 0.11286 4.57796 0.75252 -0.67 -0.03 -0.11
H 1.31826 3.91894 -0.20167 0.35 -0.20 -0.19
H -0.04522 4.55028 -1.06220 -0.16 0.11 0.31
H -0.62904 2.41054 2.19773 -0.07 0.57 -0.43
H -0.88357 1.01495 1.22403 -0.01 -0.24 0.16
H 0.75093 1.55256 1.54188 0.23 0.23 -0.27
H 0.08180 4.01838 -3.26515 -0.21 -0.21 0.27
H 0.94797 2.86727 -4.27785 -0.71 -0.49 -0.18
H 1.38898 2.96194 -2.67163 0.66 1.07 -0.07
H 1.86940 2.01140 -1.01401 0.95 0.14 0.16
```
Positions in Å, forces in eV/Å.

Here are the Mulliken charges for atoms 1 to 5, given in e: Cu 0.978; Fe 0.686; C 0.015; C -0.759; O -0.605



Entry from the Open Molecules 2025 dataset: CHCaO2 as an isolated structure (the ωB97M-V functional and the def2-TZVPD basis).

Charge   +1
Electronic energy   -23579.591 eV
ΔE to the lowest compared entry with this formula, charge and spin   0.0 kJ/mol
Kohn-Sham gap   7.706 eV

Structure (XYZ):
```
5
Properties=species:S:1:pos:R:3:forces:R:3
O -0.07124 -0.74255 -0.08580 0.08 -1.67 0.04
C -0.97268 0.56082 -0.02716 0.35 0.88 0.17
O -0.09918 1.42966 0.03253 -1.08 0.63 -0.10
Ca 1.69448 0.31541 0.03124 1.02 0.16 0.03
H -0.55138 -1.56334 0.04920 -0.37 0.00 -0.14
```
Positions in Å, forces in eV/Å.

What are the natural (NBO) partial charges on each atom? They are as follows, in elementary charge units: O -1.052; C 0.519; O -0.852; Ca 1.850; H 0.535



Entry from the Open Molecules 2025 dataset: a 2-piece molecular cluster, C4H8O2 overall (the ωB97M-V functional and the def2-TZVPD basis).

Electronic energy   -8370.318 eV
ΔE to the lowest compared entry with this formula, charge and spin   286.0 kJ/mol
SMILES string   C[C@H]1CO1.C=O
Kohn-Sham gap   10.651 eV

Structure (XYZ):
```
14
Properties=species:S:1:pos:R:3:forces:R:3
C 1.57339 -0.27547 -0.14282 -0.01 0.04 0.02
C 0.65587 0.75595 0.46751 0.28 0.18 0.04
C -0.36603 1.40948 -0.34658 0.03 0.31 -0.20
O -0.74198 0.57342 0.73773 0.11 -0.13 0.14
H 2.41990 0.33379 -0.47636 0.11 -0.24 -0.04
H 1.15012 -0.79415 -1.00435 0.02 0.15 0.21
H 1.94575 -1.01891 0.56829 -0.16 0.15 -0.03
H 1.12369 1.31978 1.27186 -0.05 0.15 -0.15
H -0.59880 2.46254 -0.22506 -0.03 -0.06 0.00
H -0.56931 0.97763 -1.32947 0.04 0.14 0.16
C -1.63015 -1.42160 0.11896 0.00 -0.37 -0.17
O -0.75844 -1.93350 -0.54248 -0.53 -0.10 0.18
H -1.70608 -1.53988 1.21477 0.05 -0.16 -0.16
H -2.46186 -0.85300 -0.34144 0.11 -0.06 0.01
```
Positions in Å, forces in eV/Å.

Here are the natural (NBO) charges for atoms 1 to 5, given in e: C -0.640; C 0.067; C -0.115; O -0.503; H 0.213



Entry from the Open Molecules 2025 dataset: an isolated ion of composition C3H7N3O and charge +2 (the ωB97M-V functional and the def2-TZVPD basis).

Charge   +2
Electronic energy   -9716.550 eV
ΔE to the lowest compared entry with this formula, charge and spin   734.7 kJ/mol
SMILES string   CC#[N+]N[N+](C)=O
Kohn-Sham gap (alpha / beta)   9.635 / 9.634 eV

Structure (XYZ):
```
14
Properties=species:S:1:pos:R:3:forces:R:3
C -0.57948 2.76733 -0.07971 1.80 3.15 2.59
C -0.02332 1.57321 -0.40643 1.19 -4.85 1.21
N 0.32786 0.45013 -0.31485 -1.10 1.64 -0.34
N 0.99212 -0.64066 -0.64736 3.97 0.71 -1.93
N 0.75513 -1.92785 -0.19804 2.35 -0.15 -1.79
C -0.42009 -2.08447 0.54615 -2.98 0.28 3.71
O 1.49606 -2.80818 -0.58099 -1.95 2.70 1.26
H -0.88402 3.31466 -0.90823 -0.67 1.27 -1.55
H 0.09271 3.40752 0.65717 -0.55 -1.08 -1.78
H -1.36275 2.63432 0.62412 -1.47 -0.70 0.49
H 1.97054 -0.38192 -1.11942 -2.27 -1.52 1.13
H -0.59249 -3.14516 0.72208 0.03 0.01 -0.26
H -1.28700 -1.58879 0.05848 0.59 -0.48 -0.26
H -0.48526 -1.57014 1.64703 1.07 -0.98 -2.48
```
Positions in Å, forces in eV/Å.

Here are the natural (NBO) charges for atoms 1 to 5, given in e: C -0.818; C 0.777; N -0.146; N -0.212; N 0.447